DFT (ωB97M-V with the def2-TZVPD basis set) results for a molecular structure, CH12B2CsO.

Atoms and positions in Å:
Cs (-0.06, 0.72, 0.41)
B (-1.19, -3.20, -4.13)
H (-1.84, -2.46, -4.56)
H (-0.48, -3.57, -4.86)
H (-0.58, -2.77, -3.34)
H (-1.86, -3.97, -3.78)
B (3.75, 0.01, -3.23)
H (3.91, -1.03, -3.01)
H (4.09, 0.65, -2.43)
H (4.34, 0.20, -4.12)
H (2.70, 0.20, -3.33)
C (-2.13, 2.85, 6.29)
O (-1.71, 1.94, 5.21)
H (-1.75, 3.83, 5.98)
H (-3.22, 2.89, 6.37)
H (-1.71, 2.56, 7.26)
H (-2.28, 1.16, 5.27)

Orbital gap   4.37 eV
LUMO energy   0.328 eV
Energy above the lowest of the compared OMol25 structures with the same formula, charge and spin   599.1 kJ/mol
HOMO level   -0.149 Ha
Charge   -1

***

DFT (ωB97M-V with the def2-TZVPD basis set) results for 4 unconnected molecules or ions with the total composition CH12N2O3.

Atoms and positions in Å:
N (-1.55, -1.73, 1.28)
C (-1.39, -2.20, -0.09)
N (-1.31, -1.10, -1.06)
H (-0.76, -1.18, 1.58)
H (-2.41, -1.20, 1.32)
H (-0.52, -2.85, -0.15)
H (-2.29, -2.76, -0.33)
H (-1.75, -1.35, -1.93)
H (-0.38, -0.73, -1.17)
H (2.96, 2.10, -3.75)
H (3.95, 3.18, -3.44)
O (3.48, 2.80, -4.19)
H (3.74, 4.03, 0.32)
H (3.56, 5.57, 0.27)
O (3.77, 4.80, -0.28)
H (-3.53, -2.75, 4.43)
H (-2.60, -2.51, 3.19)
O (-2.95, -2.11, 4.01)

Orbital gap (spin up / spin down)   1.91 / 9.61 eV
LUMO energy (spin up / spin down)   2.971 / 2.902 eV
Expectation value of S²   0.7503
Energy above the lowest of the compared OMol25 structures with the same formula, charge and spin   31.1 kJ/mol
HOMO level (spin up / spin down)   0.039 / -0.247 Ha
Spin multiplicity   2
Charge   -1

***

DFT (ωB97M-V with the def2-TZVPD basis set) results for 4 unconnected molecules or ions with the total composition CH12N2O3.

Atoms and positions in Å:
N (-1.00, 2.98, -1.50)
C (-2.53, 2.96, -1.58)
N (-3.18, 4.20, -1.35)
H (-0.79, 3.94, -1.75)
H (-0.75, 2.91, -0.52)
H (-2.72, 2.50, -2.55)
H (-2.79, 2.25, -0.80)
H (-3.83, 4.26, -0.59)
H (-2.86, 5.08, -1.70)
H (3.52, -4.19, -0.88)
H (3.24, -5.14, 0.26)
O (3.70, -4.33, 0.06)
H (1.37, -5.99, 0.76)
H (2.37, -7.02, 1.25)
O (1.52, -6.62, 1.48)
H (1.29, 0.67, 2.39)
H (2.14, 0.62, 3.69)
O (1.31, 0.93, 3.32)

SMILES string   NCN.O.O.O
Orbital gap   9.42 eV
LUMO energy   0.436 eV
Energy above the lowest of the compared OMol25 structures with the same formula, charge and spin   122.6 kJ/mol
HOMO level   -0.330 Ha
Charge   0

***

DFT (ωB97M-V with the def2-TZVPD basis set) results for 5 unconnected molecules or ions with the total composition CH12N2O4.

Atoms and positions in Å:
N (0.43, 0.98, -2.30)
C (-0.72, 0.29, -2.09)
N (-1.64, 0.71, -1.24)
H (0.44, 1.95, -2.24)
H (1.38, 0.53, -2.29)
H (-0.95, -0.62, -2.82)
H (-2.42, 0.57, -1.83)
H (1.56, 0.23, 3.42)
H (3.05, 0.62, 3.41)
O (2.25, 0.51, 2.78)
H (-0.90, -2.57, -0.56)
H (-1.80, -1.43, -0.29)
O (-1.77, -2.42, -0.05)
H (-1.02, 1.74, 0.93)
H (-1.94, 0.97, 1.83)
O (-1.08, 1.27, 1.85)
H (1.98, -1.38, 1.23)
H (1.53, -0.50, 0.04)
O (1.65, -1.46, 0.23)

SMILES string   [H]/N=C/N.O.O.O.O
Orbital gap   10.45 eV
LUMO energy   0.584 eV
Energy above the lowest of the compared OMol25 structures with the same formula, charge and spin   269.2 kJ/mol
HOMO level   -0.363 Ha
Charge   0

***

DFT (ωB97M-V with the def2-TZVPD basis set) results for 5 unconnected molecules or ions with the total composition CH12N2O5.

Atoms and positions in Å:
N (0.09, -2.57, -0.30)
C (-0.43, -1.37, -0.68)
N (-1.73, -1.15, -0.37)
O (0.24, -0.56, -1.33)
H (1.04, -2.79, -0.54)
H (-0.52, -3.18, 0.21)
H (-2.10, -0.25, -0.60)
H (-2.14, -1.57, 0.44)
H (-0.47, 0.06, 3.40)
H (0.56, 0.08, 2.33)
O (0.30, -0.44, 3.11)
H (2.78, 0.31, -1.62)
H (1.52, 1.16, -1.70)
O (2.42, 1.16, -1.37)
H (0.33, 1.04, 0.36)
H (1.62, 1.81, 0.72)
O (0.76, 1.56, 1.04)
H (-1.31, 2.67, -0.38)
H (-1.21, 1.99, -1.77)
O (-1.74, 2.04, -0.97)

SMILES string   NC(N)=O.O.O.O.O
Orbital gap   11.01 eV
LUMO energy   0.506 eV
Energy above the lowest of the compared OMol25 structures with the same formula, charge and spin   0.0 kJ/mol
HOMO level   -0.386 Ha
Charge   0

***

DFT (ωB97M-V with the def2-TZVPD basis set) results for 5 unconnected molecules or ions with the total composition CH12NO4.

Atoms and positions in Å:
C (-0.58, 1.80, 1.29)
N (-0.38, 0.67, 1.88)
H (0.17, 2.58, 1.27)
H (-1.58, 1.98, 0.91)
H (0.45, 0.14, 1.57)
H (-1.27, 0.18, 2.03)
H (-3.06, 1.02, 3.72)
H (-2.56, -0.26, 4.38)
O (-2.64, 0.20, 3.56)
H (1.17, -1.26, -0.67)
H (1.50, 0.06, -1.07)
O (0.97, -0.37, -0.39)
H (0.34, -1.84, -3.25)
H (-0.92, -2.60, -3.45)
O (-0.31, -2.39, -2.76)
H (3.64, 0.49, -2.90)
H (2.56, 0.74, -3.81)
O (2.69, 0.47, -2.90)

Orbital gap   8.81 eV
LUMO energy   -5.299 eV
Energy above the lowest of the compared OMol25 structures with the same formula, charge and spin   147.0 kJ/mol
HOMO level   -0.519 Ha
Charge   +1

***

DFT (ωB97M-V with the def2-TZVPD basis set) results for 5 unconnected molecules or ions with the total composition CH12O4S.

Atoms and positions in Å:
C (1.49, 1.62, 0.07)
S (1.05, 1.73, 1.82)
H (1.21, 2.42, -0.58)
H (2.57, 1.34, -0.28)
H (0.93, 0.81, -0.31)
H (0.21, 2.70, 1.76)
H (-1.31, -1.79, 1.12)
H (-1.77, -1.37, -0.24)
O (-0.98, -1.78, 0.18)
H (0.40, -1.00, -0.87)
H (0.65, -1.66, -2.21)
O (0.71, -0.81, -1.78)
H (-1.12, -0.45, -1.88)
H (-1.94, 0.98, -2.27)
O (-1.89, 0.03, -2.11)
H (-0.21, -0.97, 3.32)
H (0.36, -1.05, 1.82)
O (-0.36, -0.76, 2.42)

SMILES string   CS.O.O.O.O
Orbital gap   9.20 eV
LUMO energy   0.550 eV
Energy above the lowest of the compared OMol25 structures with the same formula, charge and spin   147.2 kJ/mol
HOMO level   -0.318 Ha
Charge   0

***

DFT (ωB97M-V with the def2-TZVPD basis set) results for 5 unconnected molecules or ions with the total composition CH12O5.

Atoms and positions in Å:
C (-2.59, -0.01, 0.23)
O (-3.77, -0.14, 0.94)
H (-2.52, 0.96, -0.27)
H (-1.76, -0.08, 0.94)
H (-2.57, -0.70, -0.61)
H (-3.74, 0.48, 1.67)
O (0.26, 2.23, 0.77)
H (-0.46, 2.85, 0.61)
H (1.05, 2.78, 0.77)
O (1.93, -2.86, -0.20)
H (1.57, -3.22, 0.61)
H (2.57, -2.21, 0.09)
O (0.23, -0.15, -1.00)
H (0.27, 0.72, -0.60)
H (0.50, -0.75, -0.31)
O (3.26, -0.20, -1.03)
H (2.43, -0.45, -1.43)
H (3.33, 0.74, -1.18)

Orbital gap (spin up / spin down)   2.85 / 10.28 eV
LUMO energy (spin up / spin down)   3.387 / 3.241 eV
Expectation value of S²   0.7503
Energy above the lowest of the compared OMol25 structures with the same formula, charge and spin   9.2 kJ/mol
HOMO level (spin up / spin down)   0.020 / -0.259 Ha
Spin multiplicity   2
Charge   -1

***

Values of energy, in order: -5173.14033 -10353.13194 -10353.49131 -12400.05178 -14450.90028 -10904.24195 -20255.78981 -11468.19876, all in eV.